{
  "formula": "C33H30Cl4N3O2Pt",
  "method": "wB97M-V/def2-TZVPD",
  "species": ["Pt", "Cl", "C", "C", "C", "Cl", "C", "O", "C", "C", "O", "C", "H", "H", "H", "C", "C", "C", "C", "C", "C", "C", "C", "N", "C", "C", "C", "C", "N", "C", "C", "C", "C", "C", "C", "C", "C", "H", "H", "H", "H", "H", "H", "H", "H", "H", "H", "H", "H", "H", "H", "H", "H", "H", "H", "H", "H", "H", "H", "H", "H", "Cl", "C", "C", "C", "C", "C", "Cl", "C", "N", "H", "H", "H"],
  "coordinates": [[0.177, 0.253, -0.463], [6.348, 4.200, -0.832], [5.054, 3.120, -0.488], [5.287, 1.829, 0.007], [4.342, 0.824, 0.018], [4.636, -0.758, 0.619], [2.981, 1.162, -0.173], [2.066, 0.376, 0.274], [2.726, 2.454, -0.729], [1.432, 2.905, -0.971], [0.300, 2.337, -0.797], [3.745, 3.443, -0.854], [6.346, 1.566, 0.115], [1.382, 3.958, -1.353], [3.510, 4.358, -1.419], [-1.613, 1.222, -3.820], [-2.431, 1.874, -2.729], [-3.164, 3.030, -3.026], [-3.981, 3.584, -1.996], [-4.140, 3.009, -0.795], [-3.305, 1.904, -0.377], [-3.785, 1.184, 0.722], [-2.480, 1.325, -1.371], [-1.749, 0.104, -1.144], [-2.335, -1.114, -0.961], [-3.788, -1.384, -1.335], [-1.379, -2.182, -0.642], [-1.815, -3.665, -0.488], [-0.126, -1.715, -0.527], [1.113, -2.473, -0.613], [1.675, -2.618, -1.945], [1.005, -2.118, -3.215], [2.825, -3.369, -2.081], [3.545, -3.850, -1.001], [3.027, -3.679, 0.277], [1.786, -3.037, 0.511], [1.264, -3.026, 1.954], [-1.812, 1.901, -4.685], [-1.862, 0.220, -4.175], [-0.535, 1.287, -3.543], [-2.960, 3.566, -3.964], [-4.490, 4.549, -2.186], [-4.787, 3.432, 0.012], [-4.523, 1.809, 1.365], [-1.586, 1.038, 1.897], [-3.240, 0.404, 1.251], [-4.353, -0.457, -1.477], [-4.213, -1.979, -0.540], [-3.752, -1.965, -2.244], [-2.506, -3.759, 0.374], [-0.827, -4.207, -0.330], [-2.286, -3.981, -1.401], [0.871, -2.973, -3.907], [1.696, -1.360, -3.717], [0.078, -1.642, -2.996], [3.254, -3.541, -3.072], [4.548, -4.291, -1.202], [3.567, -3.961, 1.176], [0.563, -2.185, 2.074], [2.087, -2.901, 2.664], [0.680, -3.961, 2.202], [-2.550, -0.827, 3.445], [-1.298, 0.102, 4.224], [-1.040, -0.248, 5.559], [0.033, 0.442, 6.213], [0.711, 1.493, 5.592], [0.350, 1.851, 4.287], [0.947, 3.344, 3.650], [-0.638, 1.151, 3.494], [-0.731, 1.334, 2.240], [-1.651, -1.044, 6.077], [0.260, 0.238, 7.259], [1.509, 2.087, 6.036]],
  "mulliken_spin": [0.09, 0.00, 0.00, 0.00, 0.00, 0.00, 0.00, 0.01, 0.00, 0.00, 0.00, 0.00, 0.00, 0.00, 0.00, -0.02, -0.12, 0.26, -0.10, 0.15, -0.09, 0.48, 0.16, 0.26, 0.25, 0.05, 0.19, 0.00, 0.28, -0.06, 0.01, 0.00, 0.00, 0.00, 0.00, 0.01, 0.01, 0.00, 0.00, 0.00, 0.01, 0.00, 0.00, -0.01, -0.01, 0.16, -0.02, 0.00, 0.01, 0.00, 0.01, 0.00, 0.00, 0.00, 0.00, 0.00, 0.00, 0.00, -0.01, 0.00, 0.00, 0.01, 0.00, 0.00, 0.00, 0.00, 0.00, 0.00, 0.02, 0.01, 0.00, 0.00, 0.00],
  "orbital_gap_ev": [4.72, 4.57],
  "charge": -1,
  "s2": 2.05,
  "multiplicity": 3,
  "fmax_ev_per_a": 3.4,
  "total_energy_ha": -3550.27407,
  "e_homo_ev": [-2.888, -2.885]
}

---

{
  "formula": "C25H69N3O11S8",
  "method": "wB97M-V/def2-TZVPD",
  "species": ["C", "S", "O", "C", "H", "H", "H", "H", "H", "H", "C", "S", "O", "C", "H", "H", "H", "H", "H", "H", "C", "S", "O", "C", "H", "H", "H", "H", "H", "H", "C", "S", "O", "C", "H", "H", "H", "H", "H", "H", "C", "S", "O", "C", "H", "H", "H", "H", "H", "H", "C", "S", "O", "C", "H", "H", "H", "H", "H", "H", "C", "S", "O", "C", "H", "H", "H", "H", "H", "H", "C", "S", "O", "C", "H", "H", "H", "H", "H", "H", "C", "O", "N", "C", "C", "H", "H", "H", "H", "H", "H", "H", "C", "O", "N", "C", "C", "H", "H", "H", "H", "H", "H", "H", "C", "O", "N", "C", "C", "H", "H", "H", "H", "H", "H", "H"],
  "coordinates": [[18.600, 6.967, 11.742], [19.067, 7.983, 10.254], [18.963, 9.425, 10.596], [20.763, 7.534, 10.161], [18.682, 5.875, 11.499], [17.573, 7.254, 12.035], [19.322, 7.229, 12.560], [21.250, 8.170, 9.400], [20.708, 6.494, 9.799], [21.281, 7.555, 11.105], [15.523, 9.821, 9.775], [16.221, 10.609, 8.336], [15.029, 11.356, 7.805], [17.214, 11.769, 9.124], [16.232, 9.169, 10.278], [14.725, 9.213, 9.430], [15.045, 10.419, 10.585], [16.555, 12.492, 9.622], [17.501, 12.319, 8.251], [17.979, 11.478, 9.805], [9.581, 13.216, 11.942], [10.514, 13.001, 13.483], [11.878, 12.492, 13.076], [10.641, 14.708, 13.959], [9.166, 12.327, 11.576], [10.263, 13.669, 11.200], [8.766, 13.859, 12.242], [9.603, 14.987, 14.210], [11.060, 15.373, 13.239], [11.256, 14.696, 14.874], [20.411, 11.347, 12.618], [20.964, 13.174, 12.602], [19.771, 13.853, 13.137], [22.178, 13.137, 13.929], [21.265, 10.763, 12.752], [19.819, 11.268, 11.712], [19.742, 11.335, 13.439], [21.691, 13.052, 14.839], [22.560, 14.134, 13.825], [22.962, 12.438, 13.692], [9.931, 8.739, 16.342], [11.544, 7.965, 16.192], [11.583, 7.127, 14.985], [12.508, 9.377, 15.875], [9.567, 9.311, 15.483], [10.026, 9.333, 17.202], [9.259, 7.946, 16.583], [13.515, 9.024, 15.589], [12.538, 10.087, 16.690], [11.991, 10.007, 15.071], [19.041, 16.335, 17.146], [19.701, 15.215, 15.920], [20.786, 14.409, 16.600], [18.269, 14.022, 15.935], [18.542, 15.717, 17.878], [18.455, 17.116, 16.694], [19.932, 16.684, 17.658], [18.492, 13.323, 16.701], [18.422, 13.576, 14.950], [17.263, 14.462, 16.080], [12.506, 12.732, 9.423], [13.368, 14.125, 10.303], [14.877, 13.972, 10.179], [13.107, 15.415, 9.121], [12.972, 12.404, 8.493], [11.501, 13.100, 9.257], [12.605, 11.923, 10.157], [13.536, 16.354, 9.523], [12.072, 15.578, 8.945], [13.613, 14.994, 8.242], [16.594, 11.723, 12.735], [15.118, 11.085, 13.481], [15.554, 10.003, 14.427], [14.651, 12.547, 14.401], [16.326, 12.410, 11.927], [17.126, 10.828, 12.375], [17.202, 12.178, 13.568], [14.794, 13.514, 13.850], [15.185, 12.488, 15.337], [13.594, 12.456, 14.536], [19.941, 8.844, 16.280], [20.192, 8.814, 15.131], [18.822, 9.304, 16.911], [18.793, 9.528, 18.317], [17.700, 9.791, 16.186], [20.669, 8.545, 17.116], [19.604, 8.923, 18.729], [17.905, 9.205, 18.872], [18.900, 10.580, 18.578], [17.699, 10.843, 16.176], [17.762, 9.531, 15.082], [16.708, 9.379, 16.499], [17.147, 16.175, 13.559], [17.178, 16.757, 14.630], [17.604, 16.686, 12.420], [17.271, 16.061, 11.153], [18.408, 17.861, 12.483], [16.836, 15.120, 13.496], [16.483, 15.281, 11.201], [18.096, 15.660, 10.588], [16.742, 16.751, 10.541], [18.944, 17.922, 13.399], [19.185, 17.853, 11.656], [17.796, 18.679, 12.249], [10.503, 9.461, 12.146], [9.269, 9.746, 12.291], [10.940, 8.281, 11.640], [12.426, 8.094, 11.683], [10.046, 7.157, 11.454], [11.389, 10.184, 12.354], [12.873, 9.083, 11.922], [12.754, 7.624, 10.759], [12.703, 7.345, 12.463], [9.185, 7.255, 12.082], [9.636, 7.069, 10.423], [10.625, 6.293, 11.848]],
  "mulliken_charge": [-0.72, 0.45, -0.59, -1.01, 0.40, 0.21, 0.17, 0.34, 0.40, 0.28, -0.01, 0.22, -0.59, 0.30, 0.02, 0.44, -0.33, -0.41, 0.43, -0.01, -0.75, 0.51, -0.34, -1.09, 0.30, -0.05, 0.46, 0.43, 0.28, 0.34, -0.21, 0.26, -0.38, -0.99, 0.56, -0.07, -0.17, 0.23, 0.38, 0.41, -0.96, 0.36, -0.56, -0.46, 0.22, 0.40, 0.38, 0.14, 0.53, -0.08, -1.05, 0.70, -0.74, -0.68, 0.27, 0.32, 0.42, 0.77, -0.56, 0.47, -0.78, 0.75, -0.83, -1.21, 0.42, 0.51, -0.05, 0.32, 0.43, 0.35, 0.99, 0.71, -0.64, -0.87, -0.35, 0.03, -0.56, 0.19, 0.41, 0.20, 0.04, -0.42, 0.36, -0.87, -0.64, 0.12, 0.32, 0.30, 0.30, 0.16, 0.06, 0.30, 0.33, -0.67, 0.26, -0.74, -1.06, 0.19, -0.02, 0.29, 0.45, 0.28, 0.34, 0.38, 0.75, -0.76, 0.17, -0.49, -1.04, -0.21, -0.08, 0.40, 0.27, 0.36, 0.28, 0.35],
  "orbital_gap_ev": 8.51,
  "charge": 0,
  "multiplicity": 1,
  "e_above_lowest_kj_mol": 0.00,
  "fmax_ev_per_a": 4.7,
  "total_energy_ha": -5171.02629,
  "e_homo_ev": -8.328
}

---

{
  "formula": "C19H25ClN2Ti",
  "method": "wB97M-V/def2-TZVPD",
  "species": ["C", "C", "C", "C", "Cl", "H", "H", "H", "H", "H", "H", "H", "H", "H", "C", "C", "C", "H", "C", "C", "H", "H", "H", "H", "C", "C", "C", "H", "C", "C", "H", "H", "H", "H", "Ti", "N", "C", "C", "C", "N", "C", "C", "H", "H", "H", "H", "H", "H"],
  "coordinates": [[-3.034, -4.695, -0.946], [-4.039, -4.307, 0.051], [-3.257, -4.386, -2.366], [-1.914, -5.562, -0.559], [-1.014, -2.212, 0.281], [-3.857, -5.157, -2.883], [-2.302, -4.313, -2.904], [-3.795, -3.435, -2.481], [-4.845, -5.054, 0.156], [-4.519, -3.358, -0.226], [-3.583, -4.186, 1.043], [-2.164, -6.635, -0.630], [-1.607, -5.373, 0.478], [-1.047, -5.394, -1.213], [-0.914, 2.081, 0.613], [-0.612, 1.983, -0.775], [-1.392, 0.914, -1.337], [0.033, 2.666, -1.322], [-2.198, 0.356, -0.286], [-1.875, 1.058, 0.927], [-2.372, 0.911, 1.885], [-0.562, 2.873, 1.278], [-1.453, 0.626, -2.386], [-2.983, -0.390, -0.411], [2.452, -0.140, 0.292], [2.083, 0.827, -0.688], [1.368, 0.147, -1.731], [2.377, 1.874, -0.687], [1.288, -1.239, -1.388], [1.942, -1.408, -0.118], [2.103, -2.351, 0.390], [3.122, 0.029, 1.130], [1.041, 0.577, -2.675], [0.872, -2.027, -2.013], [0.014, -0.106, 0.186], [2.112, -0.348, 6.223], [1.482, -0.271, 5.028], [0.822, 0.906, 4.615], [0.377, 1.001, 3.307], [0.416, -0.045, 2.423], [0.921, -1.223, 2.892], [1.528, -1.357, 4.127], [2.104, 0.414, 6.884], [2.623, -1.179, 6.489], [0.685, 1.737, 5.309], [-0.055, 1.943, 2.958], [0.844, -2.096, 2.239], [2.013, -2.290, 4.409]],
  "nbo_charge": [0.67, -0.78, -0.77, -0.78, -0.41, 0.34, 0.27, 0.27, 0.33, 0.27, 0.28, 0.33, 0.28, 0.27, -0.25, -0.22, -0.28, 0.27, -0.23, -0.25, 0.27, 0.26, 0.27, 0.26, -0.20, -0.26, -0.25, 0.27, -0.24, -0.28, 0.26, 0.27, 0.26, 0.26, 0.93, -0.74, 0.26, -0.30, 0.09, -0.54, 0.07, -0.30, 0.42, 0.41, 0.25, 0.21, 0.22, 0.24],
  "orbital_gap_ev": 6.10,
  "charge": 2,
  "multiplicity": 1,
  "fmax_ev_per_a": 1.8,
  "total_energy_ha": -2157.68379,
  "e_homo_ev": -14.022
}